C7H13IrNOP as an isolated structure in a non-equilibrium geometry. Source: the OMol25 dataset; level of theory: ωB97M-V/def2-TZVPD.

Structure (XYZ):
```
24
C7H13IrNOP (ωB97M-V/def2-TZVPD)
C 1.2893 -0.6723 -1.7109
C 0.1063 0.1355 -2.4171
C -0.7056 -0.9247 -2.8642
C -0.4683 -2.0858 -2.0442
C 0.7656 -1.9774 -1.3246
Ir -0.2810 -0.4088 -0.5878
P -0.2558 1.7771 0.4217
H 2.3276 -0.4154 -1.8744
H 0.0037 1.2260 -2.5794
H -1.4524 -0.9291 -3.6414
H 0.9917 -2.7000 -0.5365
H -1.0383 -2.9489 -2.0472
H -1.4733 1.9717 1.1742
H -0.3571 3.0854 -0.1767
H 0.5151 2.2157 1.4839
C -0.3373 -1.3792 3.7989
C 0.1141 -1.2638 2.3840
N 1.3214 -1.8072 2.0948
O -0.6438 -0.6515 1.5618
H 0.1198 -2.2106 4.3312
H -1.4182 -1.4960 3.7821
H -0.1589 -0.4556 4.3652
H 1.7115 -1.7513 1.1830
H 1.8923 -2.2982 2.7900
```

ΔE to the lowest compared entry with this formula, charge and spin   19.42 kcal per mole
Spin multiplicity   6
Calculated total energy   -23118.3640 eV
Orbital gap (alpha / beta)   5.7 / 7.4 eV
Net charge   +1

Mulliken atomic charge list, values in e, 8 entries:
1 C -0.4356
2 C -0.7889
3 C -0.3297
4 C -0.3675
5 C -0.8236
6 Ir 1.0205
7 P -0.2685
8 H 0.4384

***

C53H58As2BiN2O13P2 as an isolated structure in a non-equilibrium geometry. Source: the OMol25 dataset; level of theory: ωB97M-V/def2-TZVPD.

Structure (XYZ):
```
131
C53H58As2BiN2O13P2 (ωB97M-V/def2-TZVPD)
Bi 0.0089 0.0410 -0.6626
O 0.1276 1.1027 -3.9091
C -1.1837 1.4608 -4.1748
C -1.5835 2.6412 -4.7730
C -2.9451 2.8592 -4.9626
C -3.8910 1.9315 -4.5478
C -3.4857 0.7735 -3.9027
C -2.1241 0.5279 -3.7149
P -1.4751 -0.8510 -2.7607
C -2.9148 -1.7004 -2.0870
C -3.3154 -1.5024 -0.7640
C -4.4855 -2.0895 -0.2976
C -5.2545 -2.8673 -1.1509
C -4.8520 -3.0759 -2.4686
C -3.6830 -2.4986 -2.9395
C -0.6754 -2.0546 -3.8281
C -0.4580 -1.8108 -5.1816
C 0.0759 -2.8166 -5.9779
C 0.3907 -4.0515 -5.4271
C 0.1831 -4.2914 -4.0704
C -0.3510 -3.2963 -3.2691
C 1.1808 1.9197 -4.2968
C 1.3993 2.2518 -5.6201
C 2.4480 3.1055 -5.9296
C 3.2496 3.6428 -4.9256
C 3.0433 3.2779 -3.6060
C 2.0170 2.3858 -3.2867
P 1.8273 1.8315 -1.5784
C 3.3359 0.9922 -1.0467
C 3.3605 0.5159 0.2712
C 4.4898 -0.1205 0.7610
C 5.5967 -0.2996 -0.0649
C 5.5679 0.1548 -1.3759
C 4.4387 0.7996 -1.8736
C 1.6955 3.2863 -0.5692
C 0.3482 3.9664 -0.3664
C 0.5299 5.4710 -0.4868
C 1.5102 5.9609 0.2584
C 2.2378 4.9125 1.0851
C 2.6790 3.7814 0.1751
H -0.8614 3.3845 -5.0885
H -3.2668 3.7763 -5.4436
H -4.9453 2.1167 -4.7137
H -4.2195 0.0557 -3.5573
H -2.7206 -0.8972 -0.0832
H -4.7981 -1.9348 0.7301
H -6.1744 -3.3164 -0.7902
H -5.4539 -3.6872 -3.1310
H -3.3692 -2.6665 -3.9654
H -0.7258 -0.8561 -5.6206
H 0.2343 -2.6393 -7.0365
H 0.7823 -4.8387 -6.0609
H 0.4318 -5.2553 -3.6408
H -0.5456 -3.4899 -2.2169
H 0.7547 1.8551 -6.3983
H 2.6291 3.3711 -6.9658
H 4.0378 4.3428 -5.1755
H 3.6691 3.6877 -2.8192
H 2.5036 0.6520 0.9316
H 4.5057 -0.4642 1.7900
H 6.4840 -0.7943 0.3161
H 6.4275 0.0122 -2.0212
H 4.4318 1.1461 -2.8993
H -0.4330 3.5772 -1.0134
H -0.1142 6.0645 -1.1288
H 1.7833 7.0106 0.3112
H 3.0523 5.3200 1.6767
H 3.6939 3.3885 0.2038
O -2.0841 0.8589 1.7268
H -1.3275 1.4160 2.0184
H -2.6429 0.6868 2.5035
O 1.6680 -1.2086 -1.9779
H 1.4838 -1.4970 -2.8835
H 1.6844 -2.0203 -1.4195
O -1.8331 1.5672 -0.7216
H -2.5924 1.3951 -1.2984
H -2.1590 1.4785 0.2302
O 1.3585 -2.7862 0.1309
H 2.2529 -2.7723 0.5109
H 0.9634 -3.5931 0.5337
N 1.5816 3.1013 2.7543
C 1.1248 4.2859 2.0062
C 0.0193 3.6522 1.1222
N 0.0613 2.1827 1.3878
C 0.9572 2.0003 2.3159
H 2.2764 3.1222 3.4816
H 0.7583 5.0509 2.6805
H -0.9728 4.0390 1.3509
H 1.1938 1.0166 2.7280
C -0.0472 0.4801 6.6545
O -1.2761 0.4270 5.8716
C -1.4963 -0.4725 4.9333
O -2.4662 -0.3533 4.2069
C -0.5090 -1.5802 4.6597
C -0.2407 -2.5727 5.5022
As 1.3299 -3.8719 5.5022
C 0.4473 -5.4694 6.1771
C 1.1547 -3.8918 3.5379
C 1.4163 -2.6483 3.0924
As -0.0836 -1.4632 2.6660
C -1.5570 -2.6476 2.1574
C 2.5734 -1.8104 3.5925
O 2.5674 -0.5924 3.5413
O 3.6267 -2.5319 3.9447
C 4.8226 -1.8655 4.4292
C 0.3729 -4.8224 2.6540
O 0.4251 -4.7686 1.4376
O -0.3034 -5.7551 3.2837
C -0.9649 -6.7552 2.4604
C -0.7611 -2.6132 6.9277
O 0.0280 -2.4753 7.8238
O -2.0463 -2.8349 7.1728
C -2.9588 -3.2635 6.1350
H -0.1617 -0.0833 7.5707
H 0.0985 1.5265 6.8934
H 0.7978 0.1001 6.0880
H 0.4231 -5.3608 7.2612
H 1.0784 -6.3235 5.9367
H -0.5514 -5.6334 5.7911
H -1.6641 -3.4884 2.8397
H -1.4381 -3.0202 1.1395
H -2.4579 -2.0402 2.2267
H 5.0540 -2.2914 5.3988
H 4.6623 -0.7991 4.5140
H 5.6267 -2.0796 3.7331
H -1.3561 -7.4907 3.1508
H -0.2532 -7.2086 1.7788
H -1.7683 -6.2971 1.8914
H -3.9526 -3.0749 6.5203
H -2.8395 -4.3302 5.9605
H -2.8190 -2.7111 5.2104
```

ΔE to the lowest compared entry with this formula, charge and spin   41.12 kcal per mole
Calculated total energy   -231570.1295 eV
Orbital gap   6.9 eV
Net charge   +3

Mulliken atomic charge list, values in e, 8 entries:
1 Bi 3.9530
2 O 0.8071
3 C 0.6232
4 C -1.0045
5 C -0.9411
6 C -1.0599
7 C -0.5812
8 C -0.6265

***

One molecule with the formula C3H8N2O2 in a non-equilibrium geometry. Source: the OMol25 dataset; level of theory: ωB97M-V/def2-TZVPD.

Structure (XYZ):
```
15
C3H8N2O2 (ωB97M-V/def2-TZVPD)
C 0.0930 -0.7853 -0.5115
C 0.1352 -2.0524 0.2961
N -1.0298 1.3880 -0.4170
C -0.0369 0.5319 0.1562
O -0.7802 2.7799 -0.1936
O 0.0345 0.5911 1.5568
N 1.1885 0.2853 -0.5106
H -0.0268 3.0257 -0.7500
H 0.9376 0.3803 1.8165
H -1.9318 1.2556 0.0477
H -0.3130 -0.9142 -1.5115
H 1.3324 0.6512 -1.4425
H -0.3433 -2.8595 -0.2647
H 1.1692 -2.3206 0.5022
H -0.4286 -1.9571 1.2259
```

ΔE to the lowest compared entry with this formula, charge and spin   89.49 kcal per mole
SMILES string   C[C@@H]1N[C@@]1(O)NO
Calculated total energy   -10313.0716 eV
Orbital gap   10.2 eV
Net charge   0

Mulliken atomic charge list, values in e, 8 entries:
1 C -0.1196
2 C -1.2759
3 N -0.3620
4 C 0.8653
5 O -0.4058
6 O -0.5418
7 N -0.7375
8 H 0.3185

***

C19H20CaCl4GeN3OS as an isolated structure. Source: the OMol25 dataset; level of theory: ωB97M-V/def2-TZVPD.

Structure (XYZ):
```
50
C19H20CaCl4GeN3OS (ωB97M-V/def2-TZVPD)
Ca -1.9047 0.4325 -0.5048
C -2.0241 -3.0185 2.6550
C -1.3948 -1.9862 1.7743
O -2.1141 -1.1642 1.0762
H -2.5958 -2.5533 3.4678
H -1.2806 -3.6797 3.0968
H -2.7301 -3.6189 2.0757
Cl -4.2655 0.8241 -1.8798
Ge -4.9879 2.6521 -0.5151
Cl -3.7654 4.1804 -1.5679
Cl -3.3097 2.1790 1.1419
C -0.5742 1.9836 3.2712
N -0.6147 0.6084 2.7993
C 0.4582 -0.0671 2.4478
N 1.6686 0.4937 2.5068
S 0.3378 -1.7141 1.8586
H -1.5770 2.2686 3.5718
H -0.2489 2.6559 2.4747
H 0.0966 2.0637 4.1274
H -1.5092 0.1770 2.5984
H 1.7367 1.5006 2.4235
H 2.4204 -0.0026 2.0484
Cl -0.9959 -5.3046 -1.9911
C -1.0883 -3.6942 -2.6113
C -0.8245 -3.4313 -3.9435
C -0.9125 -2.1201 -4.3807
C -1.2535 -1.1340 -3.4720
N -1.5040 -1.3954 -2.1880
C -1.4268 -2.6551 -1.7606
H -0.5578 -4.2352 -4.6159
H -0.7163 -1.8639 -5.4119
H -1.3266 -0.0971 -3.7775
H -1.6352 -2.8350 -0.7127
C 4.2037 -0.1057 -0.6793
C 3.0645 -0.8520 -1.0539
C 1.8252 -0.2765 -1.0058
C 1.6246 1.0631 -0.5754
C 0.2956 1.6060 -0.4676
C 0.2406 2.9236 -0.0480
C 1.3834 3.6930 0.2914
C 2.6318 3.1450 0.2201
C 2.7854 1.8069 -0.2242
C 4.0639 1.1947 -0.2832
H 5.1851 -0.5615 -0.7192
H 3.1773 -1.8795 -1.3774
H 0.9521 -0.8522 -1.2904
H -0.7233 3.4216 0.0484
H 1.2625 4.7231 0.6097
H 3.5133 3.7210 0.4797
H 4.9343 1.7805 -0.0076
```

ΔE to the lowest compared entry with this formula, charge and spin   0.00 kcal per mole
Spin multiplicity   2
Calculated total energy   -162430.5039 eV
Orbital gap (alpha / beta)   6.6 / 7.8 eV
Net charge   0

Mulliken atomic charge list, values in e, 8 entries:
1 Ca 1.5012
2 C -1.1143
3 C 0.3448
4 O -0.8902
5 H 0.2683
6 H 0.3443
7 H 0.3004
8 Cl -0.5192

***

A 2-piece molecular cluster, C3H8S overall in a non-equilibrium geometry. Source: the OMol25 dataset; level of theory: ωB97M-V/def2-TZVPD.

Structure (XYZ):
```
12
C3H8S (ωB97M-V/def2-TZVPD)
C -0.5828 0.2497 0.2074
C -0.1340 -1.7824 -1.3315
C -0.3383 -0.2534 -1.0467
S 1.6113 2.2651 2.5673
H -0.9465 1.2619 0.3965
H 0.9551 3.4055 2.2349
H -0.6027 -0.5005 1.0194
H 0.7400 -2.1109 -0.8879
H -0.2077 -2.0610 -2.3961
H -0.9001 -2.2966 -0.7058
H -0.2584 0.3779 -1.8892
H 0.6640 1.4447 1.8317
```

ΔE to the lowest compared entry with this formula, charge and spin   24.99 kcal per mole
Spin multiplicity   3
Calculated total energy   -14070.5986 eV
Orbital gap (alpha / beta)   6.8 / 7.4 eV
Net charge   0

Mulliken atomic charge list, values in e, 8 entries:
1 C -0.9978
2 C -0.9443
3 C -0.1089
4 S -0.3095
5 H 0.4451
6 H 0.1398
7 H 0.3440
8 H 0.3058

***

Which of these has the highest calculated total energy? C3H8N2O2

***

Look up the net charge of the second one. +3

***

Among the records above, which one has the highest calculated total energy? C3H8N2O2

***

What is the formula in the first record? C7H13IrNOP